Entry 1:
25
Properties=species:S:1:pos:R:3:forces:R:3 method="wB97M-V/def2-TZVPD" energy_ev=-10498.57881 spin_multiplicity=1 smiles="[H]/N=C(/C)[C@H](CN)CCC" relative_energy_ev=0.6785 lumo_ev=0.97
H 0.2191 -0.0105 2.1645 0.1074 -0.2568 -0.2717
N -0.6221 0.4127 1.7823 -0.0372 0.4936 0.9055
C -0.9226 0.0921 0.6052 -0.2049 -0.5418 -0.5741
C -2.1587 0.6857 0.0051 -0.0670 -0.0527 0.0906
C -0.1698 -0.8695 -0.3004 0.3416 -0.0390 0.3281
C 0.5669 -1.9552 0.5097 -0.1580 0.2312 -0.1869
N -0.2921 -2.7643 1.3545 -0.1088 -0.1570 0.1316
C 0.7756 -0.0970 -1.2464 -0.0690 -0.1583 -0.1615
C 1.5731 1.0451 -0.6183 0.1398 0.0441 -0.0696
C 0.8118 2.3663 -0.5381 -0.1437 0.0645 0.4331
H -2.9211 -0.0868 -0.0971 -0.0477 -0.0777 -0.0577
H -1.9552 1.0822 -0.9832 0.0160 0.0786 -0.2669
H -2.5403 1.4696 0.6438 -0.0925 0.1868 0.1153
H -0.9151 -1.3800 -0.9217 0.0164 0.0019 0.0252
H 1.0778 -2.6280 -0.1847 0.0726 0.1326 0.0154
H 1.3324 -1.5031 1.1478 0.0724 -0.0178 -0.1285
H -0.9888 -3.2418 0.7924 0.0111 0.0282 0.1019
H -0.7824 -2.1821 2.0251 -0.0322 -0.0980 -0.0599
H 1.4718 -0.8331 -1.6749 -0.1977 0.1496 -0.0134
H 0.1821 0.3149 -2.0729 0.1544 -0.1070 0.0053
H 2.4794 1.1995 -1.2220 -0.1749 -0.0369 0.1816
H 1.9053 0.7605 0.3839 0.0993 -0.0086 -0.0081
H 1.4985 3.1698 -0.2554 -0.1581 -0.0195 -0.0046
H 0.3796 2.6165 -1.5050 -0.0220 0.0730 -0.1401
H -0.0053 2.3366 0.2057 0.4827 0.0872 -0.3905

Entry 2:
86
Properties=species:S:1:pos:R:3:forces:R:3 method="wB97M-V/def2-TZVPD" energy_ev=-71728.99127 spin_multiplicity=3 charge=+1 relative_energy_ev=0.0887 lumo_ev="-3.03 / -3.76"
Pt 0.1178 -0.3545 0.1975 -0.0866 0.1727 -0.0632
C 3.6750 -0.5936 -0.1195 -0.0117 -0.0002 -0.0410
O 2.5250 0.2445 -0.2002 -0.0411 -0.0731 0.0235
C 2.6790 1.5902 -0.0185 -0.0167 0.1131 0.0586
C 3.9165 2.1996 0.1261 -0.0164 0.0149 0.0091
C 3.9899 3.5743 0.3052 0.0676 -0.0137 0.0000
C 2.8397 4.3427 0.3484 -0.0386 0.0168 0.0081
C 1.6034 3.7361 0.2106 0.0838 -0.0059 -0.0273
C 1.5116 2.3655 0.0128 -0.0341 -0.0845 0.0108
N 0.2365 1.7195 -0.1184 0.1315 0.0168 -0.1062
N -0.6836 2.4982 -0.4634 -0.2844 -0.0627 0.0979
C -2.0073 2.1717 -0.5783 0.2461 0.1330 -0.0432
C -2.6384 0.9518 -0.2400 0.0251 -0.2077 0.2342
O -2.0595 -0.1146 0.2350 0.0436 0.2112 -0.2425
C -4.0582 0.8578 -0.3864 -0.0809 0.0830 0.0007
C -4.7978 1.8917 -0.8488 0.0095 -0.0794 0.0162
C -4.2023 3.1328 -1.2148 0.0345 0.0559 -0.0022
C -4.9910 4.1973 -1.6949 0.0220 -0.0271 0.0088
C -4.4152 5.3892 -2.0415 -0.0015 0.0132 -0.0001
C -3.0261 5.5397 -1.9169 0.0096 0.0196 -0.0051
C -2.2386 4.5157 -1.4531 -0.0205 -0.0381 0.0052
C -2.8083 3.2805 -1.0814 -0.0925 0.0335 -0.0316
H 4.3856 -0.3473 -0.9090 -0.0033 -0.0030 -0.0029
H 3.3094 -1.6065 -0.2647 0.0090 -0.0058 0.0126
H 4.1548 -0.5021 0.8568 0.0007 -0.0042 0.0026
H 4.8255 1.6175 0.0945 -0.0106 -0.0146 0.0009
H 4.9609 4.0388 0.4164 -0.0057 0.0026 -0.0032
H 2.9007 5.4107 0.5071 -0.0012 -0.0029 -0.0020
H 0.6926 4.3132 0.2720 0.0033 -0.0104 -0.0127
H -4.5151 -0.0759 -0.0831 -0.0075 0.0062 0.0011
H -5.8726 1.7874 -0.9443 0.0008 -0.0026 0.0054
H -6.0609 4.0527 -1.7839 0.0003 0.0018 -0.0019
H -5.0197 6.2068 -2.4098 -0.0009 -0.0040 -0.0002
H -2.5635 6.4781 -2.1946 -0.0064 -0.0009 -0.0048
H -1.1703 4.6518 -1.3799 0.0038 -0.0116 0.0022
N -0.9041 -3.9395 -2.2624 -0.0325 -0.0658 -0.0252
C -1.0611 -3.0095 -1.3213 -0.1123 0.0128 0.2105
N -2.2410 -2.4379 -1.1439 0.0247 -0.0355 -0.2363
S 0.2789 -2.6599 -0.3039 0.2623 -0.1704 -0.0830
H -1.6701 -4.2636 -2.8293 0.0043 -0.0147 0.0239
H -0.0052 -4.3759 -2.3716 -0.0062 0.0123 -0.0145
H -2.9868 -2.5950 -1.8045 0.0139 -0.0272 0.0082
H -2.3135 -1.6225 -0.5207 -0.0428 0.0074 0.0052
C 0.2524 -0.0796 6.1485 -0.0098 0.0054 0.0234
C 0.9761 -1.2070 5.4639 -0.0026 -0.0010 0.0132
C 1.7016 -2.1306 6.2133 -0.0249 0.0309 -0.0093
C 2.3895 -3.1720 5.6090 0.0106 -0.0198 -0.0171
C 2.3655 -3.3175 4.2298 0.0117 -0.0161 0.0513
C 1.6507 -2.4076 3.4673 -0.0235 0.0086 -0.0562
C 0.9638 -1.3605 4.0739 0.0447 -0.0430 0.0353
Sb -0.0734 -0.0387 2.7945 -0.0097 0.0192 0.0376
C 0.6280 1.9218 3.2071 0.1648 0.0157 0.1420
C -0.2323 3.0124 3.0998 -0.1296 -0.0216 -0.1225
C 0.2101 4.3035 3.3422 0.0048 0.0068 0.0316
C 1.5333 4.5151 3.6921 0.0016 -0.0175 -0.0050
C 2.4076 3.4418 3.7448 -0.0174 0.0158 -0.0546
C 1.9865 2.1388 3.4875 -0.0184 0.0576 0.0732
C 3.0199 1.0437 3.5271 0.0044 -0.0353 -0.0469
C -2.0816 -0.1965 3.4567 -0.0761 -0.0011 0.0244
C -2.7690 0.8816 4.0052 0.0599 0.0623 0.1047
C -4.0945 0.7598 4.3941 -0.0163 -0.0206 0.0096
C -4.7412 -0.4546 4.2383 0.0042 0.0023 0.0057
C -4.0549 -1.5353 3.7072 0.0188 -0.0089 -0.0121
C -2.7246 -1.4335 3.3082 -0.0658 0.0409 -0.0478
C -2.0349 -2.6485 2.7539 0.0084 -0.0190 -0.0298
H 0.3657 -0.1467 7.2291 -0.0001 0.0035 -0.0017
H -0.8159 -0.0961 5.9219 0.0118 -0.0101 0.0016
H 0.6392 0.8927 5.8318 0.0009 -0.0038 -0.0040
H 1.7257 -2.0272 7.2914 -0.0006 -0.0020 -0.0016
H 2.9434 -3.8732 6.2195 0.0006 0.0000 -0.0055
H 2.8949 -4.1325 3.7543 -0.0019 0.0043 -0.0038
H 1.6231 -2.5199 2.3873 -0.0012 0.0037 0.0178
H -1.2612 2.8765 2.7904 -0.0117 -0.0447 0.0061
H -0.4788 5.1338 3.2569 0.0005 -0.0005 -0.0035
H 1.8926 5.5156 3.8948 0.0000 -0.0020 0.0065
H 3.4532 3.6137 3.9721 -0.0023 0.0042 0.0030
H 4.0043 1.4598 3.3130 -0.0018 -0.0044 0.0371
H 2.8294 0.2628 2.7875 -0.0280 0.0169 -0.0203
H 3.0604 0.5551 4.5029 -0.0028 -0.0043 -0.0010
H -2.2734 1.8271 4.1732 0.0335 -0.0052 -0.0180
H -4.6098 1.6091 4.8226 -0.0020 -0.0039 -0.0031
H -5.7746 -0.5668 4.5393 0.0009 0.0039 -0.0057
H -4.5585 -2.4884 3.5979 -0.0044 0.0007 0.0044
H -2.7606 -3.4285 2.5275 0.0042 -0.0135 0.0181
H -1.3160 -3.0601 3.4662 0.0096 0.0124 0.0021
H -1.4942 -2.4292 1.8304 0.0132 0.0225 0.0243

Entry 3:
34
Properties=species:S:1:pos:R:3:forces:R:3 method="wB97M-V/def2-TZVPD" energy_ev=-29609.29463 spin_multiplicity=1 smiles="CC(C)c1ccccc1NS(=O)(=O)N(C)C" relative_energy_ev=0.6082 lumo_ev=0.76
C 2.2513 -2.9179 0.6216 -0.2031 0.1687 0.1573
C 1.5193 -1.5778 0.7055 0.1266 0.0576 -0.1454
C 2.5034 -0.4299 0.4529 -0.1199 -0.0832 0.2031
C 0.3471 -1.4699 -0.2485 -0.0603 0.0933 0.2637
C 0.3150 -2.1940 -1.4324 -0.1028 0.0426 0.0228
C -0.7489 -2.1118 -2.3131 -0.0256 -0.0378 -0.1163
C -1.8276 -1.3030 -2.0053 0.0719 0.0094 -0.0034
C -1.8195 -0.5617 -0.8398 -0.0068 -0.0765 -0.0509
C -0.7336 -0.6154 0.0292 -0.3183 -0.1656 -0.7956
N -0.7434 0.1900 1.1647 -0.0639 0.4461 0.7807
S -1.6996 1.4995 1.5542 0.4369 0.1929 -0.0176
O -3.0698 1.2429 1.2626 0.0200 -0.1056 -0.3117
O -1.3008 1.8014 2.8903 0.2528 -0.0143 0.0262
N -1.2038 2.7583 0.5947 -0.5049 -0.6150 0.6630
C -1.7212 2.8105 -0.7491 -0.2661 -0.0797 -0.3824
C 0.1833 3.1118 0.7483 0.3734 0.0276 0.1622
H 2.8230 -2.9999 -0.2993 0.0564 -0.0361 -0.1076
H 2.9474 -3.0048 1.4533 0.0832 -0.0207 0.0336
H 1.5470 -3.7444 0.6751 -0.0087 -0.1329 -0.0129
H 1.1365 -1.4922 1.7302 0.0387 -0.0386 -0.0240
H 2.0181 0.5355 0.5782 0.0160 0.1300 -0.0274
H 2.8911 -0.4897 -0.5621 0.0245 0.0026 -0.0980
H 3.3400 -0.4872 1.1461 0.1128 0.0434 0.0619
H 1.1407 -2.8421 -1.6785 0.1027 -0.0921 0.0190
H -0.7378 -2.6870 -3.2265 -0.0030 -0.0558 -0.0730
H -2.6775 -1.2471 -2.6684 -0.0834 0.0054 -0.0521
H -2.6608 0.0547 -0.5729 -0.1219 -0.0037 -0.0809
H -0.0202 0.0480 1.8472 0.0171 0.0540 0.1536
H -1.1529 2.1749 -1.4389 -0.0268 0.0594 -0.0116
H -1.6882 3.8418 -1.1027 0.0058 -0.0124 0.0257
H -2.7545 2.4782 -0.7110 -0.0416 0.0862 -0.2499
H 0.3234 4.1567 0.4702 -0.0182 -0.0199 0.0127
H 0.4347 2.9830 1.7980 0.2500 0.1432 -0.0334
H 0.8387 2.4884 0.1261 -0.0135 0.0275 0.0085

Entry 4:
28
Properties=species:S:1:pos:R:3:forces:R:3 method="wB97M-V/def2-TZVPD" energy_ev=-47828.92051 spin_multiplicity=1 charge=-1 relative_energy_ev=0.2030 lumo_ev=2.57
La 0.5234 0.5316 0.5934 0.9640 -0.4914 0.9340
O -4.1514 -3.8921 0.7942 0.2550 -0.1632 0.2324
C -4.3783 -3.1280 -0.2509 -0.1903 -0.0005 -0.0272
O -5.3753 -3.2437 -0.9325 0.0321 0.0520 -0.0259
C -3.3676 -2.0869 -0.5582 0.2784 0.1713 0.0232
C -3.4815 -1.1570 -1.5818 -0.0166 -0.3962 0.2218
N -2.3864 -0.3885 -1.5502 -0.2980 -0.1403 -0.0063
N -1.5758 -0.7482 -0.5612 0.3516 0.0471 0.3346
C -2.1319 -1.7762 0.0632 -0.2134 0.1179 -0.3425
C -1.3717 -2.3736 1.2328 -0.2760 -0.0561 -0.0327
O -1.8483 -3.3851 1.7765 -0.1126 -0.0380 -0.0408
O -0.3150 -1.7827 1.5578 0.4299 0.6503 -0.1504
H -3.2346 -3.7283 1.2360 -0.2427 0.0811 -0.2708
H -4.2753 -1.0403 -2.2916 -0.0952 0.0758 -0.1754
H -2.0971 0.4036 -2.1264 -0.0386 -0.1679 0.2726
C 2.8197 3.1675 -0.9613 -0.2503 -0.0574 0.0524
N 3.7896 2.6194 -0.0339 0.0805 0.0143 -0.1195
C 3.6035 1.3653 0.4510 0.9592 0.5216 0.4236
N 4.4224 1.0175 1.5001 0.1533 -0.3499 -0.2227
O 2.9412 0.5066 -0.1592 -0.7058 -0.4900 -0.1770
H 3.2506 4.0260 -1.4721 0.0534 -0.0104 -0.0438
H 1.9086 3.4713 -0.4284 0.1337 -0.0349 -0.0842
H 2.5543 2.4005 -1.6881 0.0557 0.1730 0.0039
H 4.1475 3.2879 0.6334 -0.0838 -0.2027 0.0239
H 4.5669 1.7420 2.1860 -0.1853 -0.0261 0.0529
H 4.1753 0.1287 1.9181 -0.0922 0.3116 -0.0705
Cl -0.2775 1.8143 -1.6131 -0.2772 0.6018 -0.8218
S 1.5648 2.2482 2.2663 -0.6686 -0.1927 0.0361